C23H39Cl2CrN6O5P2 | ωB97M-V/def2-TZVPD

The geometry in XYZ format:
```
78
C23H39Cl2CrN6O5P2 | the Open Molecules 2025 dataset | ωB97M-V/def2-TZVPD
Cr -0.425 -0.320 -0.198
C -1.764 -1.692 3.183
N -0.314 -1.785 2.933
C 0.322 -2.927 3.601
P 0.475 -0.359 2.762
O -0.203 0.481 1.720
O 1.951 -0.839 2.367
P 2.489 -1.101 0.850
O 1.342 -1.486 -0.031
N 3.557 -2.317 0.938
C 4.801 -2.177 1.700
C 3.458 -3.507 0.095
N 3.313 0.265 0.541
C 2.827 1.597 0.939
C 3.956 0.272 -0.790
N 0.734 0.516 4.105
C 1.490 -0.050 5.226
C -0.107 1.675 4.436
H -2.237 -2.611 2.839
H -2.196 -0.862 2.628
H -1.987 -1.570 4.247
H -0.149 -3.843 3.246
H 0.205 -2.883 4.688
H 1.380 -2.975 3.355
H 4.831 -1.230 2.231
H 5.665 -2.220 1.032
H 4.887 -2.988 2.425
H 2.527 -3.496 -0.463
H 3.486 -4.408 0.711
H 4.294 -3.545 -0.607
H 2.426 1.575 1.950
H 2.073 1.971 0.244
H 3.683 2.271 0.936
H 4.311 -0.725 -1.050
H 4.816 0.939 -0.755
H 3.263 0.621 -1.557
H 2.084 -0.904 4.904
H 0.826 -0.366 6.033
H 2.174 0.703 5.619
H -0.652 2.011 3.559
H 0.527 2.493 4.781
H -0.817 1.431 5.230
Cl 2.046 2.992 -3.269
C 1.263 1.499 -3.667
C 1.250 1.062 -5.004
C 0.644 -0.107 -5.363
Cl 0.665 -0.624 -7.023
C 0.006 -0.900 -4.387
C -0.662 -2.117 -4.644
C -1.277 -2.789 -3.626
C -1.238 -2.250 -2.332
N -0.612 -1.127 -2.058
C 0.027 -0.445 -3.053
C 0.682 0.774 -2.637
O 0.690 1.120 -1.392
H 1.734 1.667 -5.760
H -0.681 -2.508 -5.655
H -1.792 -3.725 -3.801
H -1.742 -2.742 -1.508
O -2.380 0.205 -0.134
C -2.957 1.273 -0.355
C -2.210 2.552 -0.578
C -2.466 2.923 -2.067
C -2.701 1.718 -3.015
C -4.149 1.184 -3.093
C -4.640 0.463 -1.831
N -4.273 1.282 -0.647
H -1.152 2.379 -0.395
H -2.556 3.345 0.088
H -1.605 3.491 -2.419
H -3.328 3.593 -2.128
H -2.026 0.900 -2.746
H -2.402 2.019 -4.019
H -4.229 0.497 -3.939
H -4.823 2.019 -3.308
H -4.175 -0.512 -1.718
H -5.717 0.323 -1.844
H -4.631 2.224 -0.736
```

Summary:
Orbital gap (spin up / spin down) ... 7.34 / 7.26 eV
Charge ... +1
Spin multiplicity ... 5
Expectation value of S² ... 6.010
HOMO (spin up / spin down) ... -9.562 / -9.645 eV

***

C23H39Cl3LuN3O3SSi | ωB97M-V/def2-TZVPD

The geometry in XYZ format:
```
74
C23H39Cl3LuN3O3SSi | the Open Molecules 2025 dataset | ωB97M-V/def2-TZVPD
C 3.010 1.891 -1.339
C 3.309 1.305 0.003
H 3.550 2.826 -1.505
H 1.933 2.084 -1.453
H 3.305 1.173 -2.118
C 4.019 1.894 0.977
C 4.700 3.213 0.854
H 4.170 1.388 1.938
H 4.302 3.823 0.037
H 5.780 3.089 0.701
H 4.578 3.775 1.786
Lu -0.629 -0.658 -0.101
Cl 0.490 -1.942 -1.932
Cl -1.809 1.215 -1.103
H -5.208 -4.285 -0.086
H -4.808 -4.726 -2.471
C -4.942 -3.229 -0.196
C -4.593 -3.661 -2.620
N -4.102 -3.075 -1.379
H -4.396 -2.876 0.681
C -2.950 -2.424 -1.321
O -2.507 -1.899 -0.259
H -3.826 -3.544 -3.393
H -2.371 -2.367 -2.257
H -5.869 -2.655 -0.317
H -5.516 -3.161 -2.947
H 0.796 2.576 0.672
H 2.003 2.241 3.326
C -0.033 2.864 1.334
C 0.972 2.527 3.585
N 0.022 2.085 2.569
H -0.977 2.680 0.808
C -0.662 0.943 2.727
O -1.322 0.378 1.826
H 0.711 2.060 4.544
H -0.599 0.518 3.747
H 0.080 3.924 1.595
H 0.930 3.620 3.665
O 1.268 0.174 0.377
C 2.620 -0.033 0.247
C 2.748 -0.595 2.735
C 3.198 -0.817 1.438
H 1.922 0.107 2.889
C 3.331 -1.285 3.800
H 2.787 -0.656 -0.653
C 4.198 -1.762 1.189
H 2.972 -1.106 4.815
C 4.374 -2.180 3.563
C 4.797 -2.431 2.255
H 4.509 -1.929 0.152
H 4.844 -2.703 4.397
H 5.596 -3.143 2.054
Si -2.579 2.043 -4.204
Cl -0.605 2.554 -3.717
C -3.890 2.587 -2.955
C -2.586 0.197 -4.533
C -2.933 3.036 -5.779
H -3.600 2.399 -1.912
H -4.820 2.037 -3.153
H -4.106 3.660 -3.056
H -3.052 4.105 -5.556
H -3.859 2.688 -6.258
H -2.113 2.946 -6.502
H -2.198 -0.372 -3.675
H -1.956 -0.031 -5.406
H -3.601 -0.149 -4.771
S 1.420 -3.855 2.882
C 0.081 -3.210 3.801
C -0.701 -2.399 3.012
N -0.217 -2.243 1.714
C 0.902 -2.930 1.516
H -0.091 -3.423 4.846
H -1.616 -1.898 3.318
H 1.415 -2.974 0.557
```

Summary:
Orbital gap ... 8.60 eV
HOMO ... -8.220 eV

***

C23H39Cl3N3O3SSiTi | ωB97M-V/def2-TZVPD

The geometry in XYZ format:
```
74
C23H39Cl3N3O3SSiTi | the Open Molecules 2025 dataset | ωB97M-V/def2-TZVPD
C -1.654 -2.043 -3.233
C -1.162 -2.779 -2.033
H -1.973 -2.761 -3.998
H -0.869 -1.398 -3.665
H -2.502 -1.402 -2.957
C -0.419 -3.896 -2.107
C 0.138 -4.408 -3.382
H -0.154 -4.445 -1.201
H 0.667 -3.630 -3.958
H -0.641 -4.819 -4.036
H 0.851 -5.211 -3.172
Ti 0.172 1.482 0.675
Cl -2.169 1.374 0.481
Cl 1.449 3.297 0.099
H 1.370 4.494 4.481
H -0.809 6.123 4.073
C 1.345 4.364 3.397
C -0.644 5.883 3.011
N -0.021 4.575 2.896
H 1.658 3.351 3.137
C -0.669 3.543 2.390
O -0.095 2.400 2.364
H -1.609 5.857 2.482
H -1.695 3.646 2.006
H 2.024 5.084 2.941
H 0.007 6.649 2.566
H 1.598 -1.154 -2.487
H 2.470 -3.526 -1.097
C 2.570 -0.867 -2.056
C 3.216 -2.820 -0.695
N 2.708 -1.450 -0.721
H 2.661 0.222 -2.018
C 2.233 -0.871 0.380
O 1.790 0.314 0.424
H 3.467 -3.103 0.334
H 2.267 -1.492 1.288
H 3.370 -1.284 -2.677
H 4.114 -2.879 -1.324
O -0.351 -1.182 -0.795
C -1.343 -2.058 -0.701
C 0.111 -3.227 1.035
C -1.164 -2.891 0.580
H 0.971 -2.826 0.490
C 0.252 -4.026 2.166
H -2.371 -1.627 -0.693
C -2.299 -3.305 1.266
H 1.253 -4.284 2.514
C -0.888 -4.486 2.826
C -2.161 -4.147 2.367
H -3.271 -2.931 0.919
H -0.784 -5.098 3.718
H -3.057 -4.514 2.861
Si -0.474 3.045 -2.506
Cl 0.047 1.098 -1.616
C 1.146 3.627 -3.250
C -1.354 4.118 -1.292
C -1.609 2.659 -3.939
H 1.870 2.808 -3.311
H 1.605 4.461 -2.711
H 0.942 3.967 -4.274
H -1.046 2.184 -4.761
H -2.020 3.613 -4.318
H -2.447 2.006 -3.643
H -1.984 3.556 -0.597
H -2.027 4.763 -1.871
H -0.702 4.767 -0.705
S -1.508 -1.508 4.172
C 0.197 -1.272 4.400
C 0.725 -0.501 3.380
N -0.174 -0.204 2.367
C -1.367 -0.704 2.658
H 0.739 -1.673 5.240
H 1.736 -0.113 3.339
H -2.256 -0.514 2.073
```

Summary:
Orbital gap (spin up / spin down) ... 6.50 / 6.53 eV
Spin multiplicity ... 2
Expectation value of S² ... 0.753
HOMO (spin up / spin down) ... -6.294 / -6.318 eV

***

C23H39F17N16O12 | ωB97M-V/def2-TZVPD

The geometry in XYZ format:
```
107
C23H39F17N16O12 | the Open Molecules 2025 dataset | ωB97M-V/def2-TZVPD
C 2.664 0.940 3.748
C 3.594 0.463 2.610
O 4.968 0.396 3.030
C 3.518 1.375 1.320
C 2.446 0.935 0.335
C 1.450 1.666 -0.192
C 1.067 3.130 0.062
F 2.205 3.855 -0.164
F 0.179 3.489 -0.887
C 0.591 3.415 1.547
F 1.660 3.995 2.166
F 0.440 2.240 2.177
C -0.578 4.416 1.729
F -0.359 5.471 0.908
F -0.488 4.931 2.968
C -2.035 3.935 1.471
F -2.801 5.000 1.837
F -2.336 3.778 0.174
C -2.559 2.729 2.330
F -1.931 2.629 3.508
F -3.838 3.026 2.685
C -2.525 1.323 1.630
F -1.614 1.205 0.646
F -2.152 0.434 2.578
C -3.886 0.777 1.074
F -3.580 -0.452 0.568
F -4.774 0.519 2.035
C -4.513 1.549 -0.126
F -3.698 1.639 -1.165
F -5.012 2.731 0.180
F -5.550 0.794 -0.547
C 0.786 0.718 -1.190
O 0.125 0.991 -2.094
O 1.153 -0.605 -0.951
C 2.313 -0.506 -0.193
O 3.030 -1.368 0.054
H 2.671 2.043 3.865
H 1.609 0.644 3.588
H 2.986 0.517 4.726
H 3.265 -0.558 2.328
H 5.226 -0.514 2.834
H 4.496 1.211 0.766
H 3.466 2.447 1.563
C -4.165 -2.532 -2.970
O -4.322 -3.523 -3.666
N -4.619 -1.302 -3.337
N -3.525 -2.572 -1.768
H -4.501 -0.475 -2.782
H -5.096 -1.234 -4.218
H -3.177 -3.463 -1.463
H -3.387 -1.770 -1.184
C -0.342 -5.311 -5.084
O 0.690 -5.968 -5.124
N -1.079 -5.189 -3.941
N -0.841 -4.655 -6.159
H -1.933 -4.658 -3.878
H -0.737 -5.661 -3.125
H -0.328 -4.720 -7.019
H -1.685 -4.114 -6.140
C 2.679 -0.435 7.542
O 2.418 -0.119 6.392
N 3.194 -1.654 7.866
N 2.476 0.404 8.596
H 3.415 -1.934 8.803
H 3.356 -2.298 7.113
H 2.097 1.311 8.393
H 2.683 0.164 9.547
C -1.302 -9.447 -2.558
O -2.001 -10.273 -1.994
N -0.019 -9.706 -2.940
N -1.741 -8.192 -2.856
H 0.569 -9.039 -3.406
H 0.343 -10.621 -2.739
H -2.682 -7.959 -2.593
H -1.179 -7.502 -3.319
C 7.806 1.460 0.323
O 6.707 1.066 0.675
N 8.633 2.153 1.154
N 8.298 1.240 -0.930
H 9.540 2.487 0.887
H 8.301 2.332 2.085
H 7.714 0.732 -1.569
H 9.199 1.556 -1.238
C 4.149 7.295 0.683
O 5.129 7.995 0.508
N 3.769 6.857 1.920
N 3.344 6.886 -0.340
H 2.966 6.278 2.084
H 4.337 7.137 2.699
H 3.591 7.187 -1.265
H 2.535 6.308 -0.215
C -7.299 1.912 4.977
O -8.077 1.521 5.825
N -6.968 1.168 3.882
N -6.688 3.132 5.047
H -6.330 1.473 3.174
H -7.397 0.264 3.796
H -6.907 3.709 5.839
H -6.044 3.473 4.358
C -1.959 -3.437 -9.520
O -1.497 -3.135 -8.432
N -3.260 -3.807 -9.686
N -1.212 -3.430 -10.660
H -3.659 -4.059 -10.570
H -3.840 -3.824 -8.866
H -0.248 -3.162 -10.574
H -1.571 -3.674 -11.563
```

Summary:
Orbital gap ... 8.70 eV
HOMO ... -9.426 eV

***

C23H39NO4 | ωB97M-V/def2-TZVPD

The geometry in XYZ format:
```
67
C23H39NO4 | the Open Molecules 2025 dataset | ωB97M-V/def2-TZVPD
C -1.151 -1.762 -3.789
H -1.787 -2.646 -3.779
C -1.312 -0.974 -2.494
C -1.026 -1.806 -1.245
C 0.409 -2.334 -1.180
C 0.799 -2.680 0.256
C 2.161 -3.363 0.391
C 3.373 -2.525 -0.025
C 3.558 -1.233 0.786
C 3.032 -0.005 0.046
C 3.131 1.274 0.875
H 2.716 1.079 1.868
H 4.180 1.548 1.012
C 2.384 2.461 0.231
C 3.054 2.878 -1.079
H 4.117 3.054 -0.925
H 2.925 2.109 -1.834
H 2.597 3.790 -1.455
C 2.379 3.660 1.186
H 3.390 4.050 1.287
H 1.743 4.451 0.794
H 2.022 3.395 2.179
C 0.946 2.011 -0.083
O 0.537 1.836 -1.208
N 0.193 1.803 1.032
C -1.093 1.238 1.041
C -1.350 0.187 1.934
C -2.587 -0.430 1.949
C -3.575 -0.016 1.056
C -3.344 1.044 0.194
C -2.111 1.697 0.201
O -1.835 2.800 -0.533
C -2.698 3.150 -1.585
H -3.668 3.503 -1.216
H -2.199 3.962 -2.113
H -2.846 2.314 -2.274
H -4.118 1.383 -0.473
O -4.743 -0.715 1.126
C -5.778 -0.388 0.232
H -5.462 -0.506 -0.809
H -6.584 -1.089 0.445
H -6.140 0.634 0.390
H -2.819 -1.245 2.611
O -0.297 -0.156 2.742
C -0.480 -1.212 3.655
H -1.269 -0.985 4.378
H 0.470 -1.317 4.177
H -0.715 -2.148 3.140
H 0.668 1.743 1.920
H 3.595 0.114 -0.881
H 1.988 -0.167 -0.219
H 3.047 -1.330 1.746
H 4.620 -1.083 0.997
H 3.300 -2.279 -1.085
H 4.257 -3.155 0.098
H 2.292 -3.663 1.435
H 2.156 -4.276 -0.211
H 0.042 -3.358 0.664
H 0.783 -1.772 0.860
H 1.080 -1.570 -1.572
H 0.511 -3.223 -1.807
H -1.727 -2.643 -1.190
H -1.206 -1.170 -0.376
H -2.338 -0.601 -2.429
H -0.647 -0.108 -2.500
H -1.428 -1.149 -4.644
H -0.121 -2.082 -3.921
```

Summary:
Orbital gap ... 8.53 eV
HOMO ... -7.793 eV

***

C23H40BBrN2O14P4S | ωB97M-V/def2-TZVPD

The geometry in XYZ format:
```
86
C23H40BBrN2O14P4S | the Open Molecules 2025 dataset | ωB97M-V/def2-TZVPD
N -2.566 -1.158 2.535
P -3.636 -0.074 2.892
C -3.062 1.656 2.629
C -3.199 2.645 3.606
Br -4.014 2.190 5.275
C -2.780 3.961 3.409
P -3.007 5.258 4.704
S -4.283 6.598 4.097
C -2.191 4.280 2.184
C -2.072 3.308 1.183
C -2.496 1.991 1.393
C -2.381 0.950 0.320
B -3.447 1.184 -0.839
O -3.621 0.186 -1.769
O -4.239 2.325 -0.926
C -1.479 3.732 -0.128
O -1.022 2.965 -0.952
C -1.423 5.178 -0.438
C -1.509 6.105 0.507
O -1.403 7.429 0.220
N -2.750 8.045 0.079
O -2.758 8.745 -0.824
C -1.673 5.664 1.923
O -1.346 6.424 2.807
H -2.351 -1.757 3.321
H -4.770 -0.139 2.055
H -4.051 -0.219 4.215
H -3.375 4.631 5.890
H -1.729 5.784 4.903
H -2.569 -0.057 0.690
H -1.391 0.937 -0.128
H -4.575 0.127 -1.911
H -3.851 3.009 -1.477
H -1.273 5.459 -1.473
O 0.809 -3.862 -1.322
P 0.291 -3.976 -2.703
O -1.087 -3.135 -2.709
C -1.024 -1.715 -2.516
C -0.504 -1.002 -3.750
O -0.301 -5.499 -2.686
C 0.136 -6.471 -1.738
C -0.893 -6.637 -0.640
O 0.490 -3.964 -4.292
C 0.820 -5.125 -5.081
C -0.431 -5.651 -5.743
H -0.405 -1.487 -1.642
H -2.036 -1.382 -2.302
H 0.544 -1.250 -3.938
H -0.581 0.079 -3.628
H -1.070 -1.302 -4.632
H 1.111 -6.213 -1.325
H 0.252 -7.413 -2.281
H -1.100 -5.683 -0.155
H -0.549 -7.347 0.113
H -1.835 -6.997 -1.056
H 1.322 -5.886 -4.486
H 1.526 -4.795 -5.844
H -1.197 -5.891 -5.009
H -0.202 -6.545 -6.324
H -0.849 -4.897 -6.411
O 1.774 -0.011 1.992
P 3.010 0.158 1.210
O 3.649 -1.279 0.897
C 2.925 -2.216 0.078
C 2.958 -1.815 -1.382
O 4.078 0.691 2.324
C 3.658 1.210 3.583
C 3.857 0.179 4.673
O 3.665 0.975 0.008
C 4.306 2.257 0.153
C 5.804 2.071 0.184
H 1.899 -2.312 0.432
H 3.411 -3.181 0.212
H 2.396 -0.890 -1.544
H 2.517 -2.594 -2.007
H 3.983 -1.630 -1.710
H 2.622 1.547 3.547
H 4.278 2.088 3.786
H 3.329 -0.744 4.435
H 3.498 0.553 5.634
H 4.915 -0.070 4.769
H 3.940 2.790 1.029
H 4.028 2.845 -0.722
H 6.104 1.401 0.986
H 6.301 3.033 0.318
H 6.148 1.628 -0.752
```

Summary:
Orbital gap ... 6.92 eV
HOMO ... -8.678 eV

***

| no. | F_max (eV/A) |
| --- | --- |
| 1 | 0.8 |
| 2 | 1.9 |
| 3 | 3.4 |
| 4 | 3.8 |
| 5 | 0.6 |
| 6 | 6.5 |